Entry from OMol25: a structure of composition C37H52Cl3IN10NaO7P2S2 at a distorted geometry (ωB97M-V/def2-TZVPD).

Atoms and positions in Å:
Na  1.45  0.79  2.00
C  5.82  1.53  0.95
N  5.63  0.25  1.65
C  6.39  0.08  2.89
P  4.43  -0.80  1.32
O  3.11  -0.67  2.01
O  4.35  -0.64  -0.30
P  3.11  -1.16  -1.25
O  1.87  -0.38  -1.21
N  3.92  -1.32  -2.68
C  3.17  -1.96  -3.77
C  4.92  -0.32  -3.10
N  2.80  -2.66  -0.71
C  1.49  -3.04  -0.21
C  3.65  -3.84  -0.90
N  5.05  -2.30  1.53
C  4.71  -3.05  2.76
C  6.35  -2.57  0.99
H  6.85  1.77  1.11
H  5.14  2.32  1.31
H  5.63  1.38  -0.12
H  7.42  -0.27  2.70
H  5.94  -0.59  3.59
H  6.47  1.07  3.34
H  2.51  -2.77  -3.38
H  3.86  -2.48  -4.41
H  2.55  -1.27  -4.38
H  5.80  -0.34  -2.44
H  4.59  0.70  -3.19
H  5.25  -0.67  -4.10
H  0.83  -2.22  0.09
H  1.57  -3.70  0.69
H  0.82  -3.60  -0.93
H  4.47  -3.67  -1.59
H  3.11  -4.65  -1.40
H  4.01  -4.17  0.09
H  3.71  -2.75  3.09
H  5.51  -2.89  3.48
H  4.66  -4.10  2.50
H  6.61  -1.78  0.28
H  6.38  -3.54  0.51
H  7.12  -2.54  1.77
C  -3.61  0.32  -4.90
C  -3.34  -0.39  -3.57
C  -4.34  -1.20  -2.96
C  -4.04  -1.89  -1.81
C  -2.79  -1.77  -1.20
C  -1.78  -1.04  -1.82
C  -2.06  -0.37  -3.02
S  -2.38  -2.65  0.31
O  -3.69  -3.09  0.86
O  -1.47  -3.72  -0.08
N  -1.67  -1.53  1.10
C  -1.28  -1.74  2.40
C  -1.55  -2.82  3.28
C  -0.96  -2.90  4.52
C  -0.03  -1.94  4.94
C  0.07  -0.85  4.12
N  -0.43  -0.76  2.86
H  -4.68  0.46  -5.06
H  -3.18  -0.28  -5.69
H  -3.10  1.30  -4.95
H  -5.34  -1.24  -3.43
H  -4.76  -2.50  -1.29
H  -0.82  -0.96  -1.34
H  -1.30  0.25  -3.49
H  -2.21  -3.66  3.05
H  -1.16  -3.71  5.22
H  0.50  -1.97  5.85
H  0.62  0.05  4.46
I  2.33  3.41  3.09
N  1.87  1.90  -3.00
C  2.87  2.69  -2.54
N  3.08  2.49  -1.16
O  3.52  3.44  -3.27
H  1.58  1.07  -2.51
H  1.83  1.95  -4.00
H  2.26  2.19  -0.64
H  3.55  3.27  -0.72
Cl  -4.18  -1.50  5.47
C  -3.98  -0.45  4.10
C  -4.28  -0.86  2.83
C  -4.31  0.14  1.82
C  -3.93  1.43  2.02
C  -4.13  2.44  0.95
C  -3.53  2.01  -0.40
N  -2.12  2.23  -0.45
C  -1.55  3.42  -0.81
C  -0.24  3.33  -0.45
N  -0.01  2.12  0.10
C  -1.14  1.51  0.14
O  -5.57  2.66  0.77
C  -6.01  3.84  0.20
C  -6.19  3.84  -1.29
C  -6.45  4.95  -2.03
Cl  -6.42  6.54  -1.41
S  -6.65  4.61  -3.72
C  -6.47  2.98  -3.46
C  -6.24  2.66  -2.15
C  -3.50  1.75  3.32
Cl  -2.94  3.31  3.81
C  -3.53  0.84  4.37
H  -4.52  -1.88  2.60
H  -4.68  -0.25  0.89
H  -3.63  3.40  1.24
H  -3.98  2.59  -1.21
H  -3.64  0.94  -0.62
H  -2.07  4.12  -1.41
H  0.51  4.05  -0.54
H  -1.27  0.55  0.58
H  -5.37  4.68  0.50
H  -7.00  4.05  0.70
H  -6.63  2.24  -4.25
H  -6.14  1.65  -1.76
H  -3.31  1.13  5.35

Summary:
Net charge   -1
E_tot   -5835.41469 Eh
Molar mass   1131.22 u

***

Entry from OMol25: a structure of composition C27H54BeN3O7P at a distorted geometry (ωB97M-V/def2-TZVPD).

Atoms and positions in Å:
Be  1.51  -1.32  1.76
P  1.68  -2.21  4.19
O  3.01  -2.33  3.39
O  1.69  -2.64  5.68
O  0.66  -3.02  3.27
O  1.30  -0.72  3.98
C  -2.36  -2.43  -1.45
C  -1.29  -3.50  -1.61
C  -1.70  -4.49  -2.73
C  -1.51  -3.83  -4.12
C  -0.04  -3.38  -4.36
C  0.60  -2.50  -3.24
N  0.15  -2.99  -1.84
O  0.89  -2.62  -0.71
C  2.12  -2.63  -3.44
C  0.14  -1.05  -3.41
C  -1.38  -4.38  -0.34
H  -2.20  -1.84  -0.55
H  -3.30  -2.96  -1.30
H  -2.58  -1.74  -2.27
H  -1.07  -5.38  -2.70
H  -2.59  -5.06  -2.47
H  -2.15  -2.96  -4.24
H  -1.84  -4.52  -4.89
H  -0.09  -2.72  -5.22
H  0.48  -4.28  -4.68
H  2.58  -2.18  -2.56
H  2.48  -3.66  -3.52
H  2.32  -1.96  -4.27
H  -0.95  -1.00  -3.47
H  0.38  -0.36  -2.59
H  0.42  -0.63  -4.37
H  -1.12  -3.83  0.56
H  -0.59  -5.12  -0.26
H  -2.37  -4.78  -0.11
C  -2.10  1.68  -0.50
C  -2.59  1.57  1.01
C  -4.05  2.01  1.01
C  -4.79  1.85  2.37
C  -4.72  0.36  2.70
C  -3.29  -0.11  2.86
N  -2.53  0.20  1.57
O  -1.23  -0.46  1.45
C  -2.71  0.41  4.21
C  -3.46  -1.66  2.88
C  -1.73  2.58  1.74
H  -2.25  2.74  -0.70
H  -2.60  1.13  -1.29
H  -1.04  1.45  -0.50
H  -4.07  3.07  0.74
H  -4.63  1.48  0.26
H  -5.78  2.29  2.24
H  -4.33  2.53  3.08
H  -5.22  -0.10  1.85
H  -5.24  0.16  3.64
H  -2.66  1.49  4.33
H  -3.23  -0.10  5.02
H  -1.68  0.10  4.39
H  -4.33  -2.02  3.42
H  -3.67  -2.06  1.88
H  -2.56  -2.17  3.22
H  -1.63  3.52  1.19
H  -0.71  2.19  1.66
H  -1.83  2.74  2.81
C  2.83  1.73  2.52
C  2.96  2.42  1.16
C  4.43  2.99  1.24
C  4.99  3.68  -0.03
C  4.77  2.73  -1.32
C  3.33  2.11  -1.46
N  2.92  1.57  -0.09
O  1.65  0.80  -0.12
C  2.42  3.16  -2.12
C  3.59  0.93  -2.42
C  2.00  3.66  1.14
H  3.45  0.84  2.48
H  1.80  1.40  2.68
H  3.17  2.24  3.42
H  4.50  3.69  2.08
H  5.06  2.18  1.61
H  5.98  4.13  -0.04
H  4.34  4.52  -0.25
H  5.66  2.10  -1.34
H  4.97  3.45  -2.11
H  2.59  4.22  -1.93
H  2.40  3.02  -3.20
H  1.41  2.99  -1.73
H  2.65  0.57  -2.84
H  4.31  1.12  -3.22
H  4.00  0.05  -1.92
H  1.02  3.21  0.98
H  2.08  4.25  0.23
H  2.11  4.36  1.97

Summary:
Net charge   -1
E_tot   -2107.92508 Eh
Molar mass   572.73 u
Spin multiplicity   4

***

Entry from OMol25: a structure of composition C42H32AsF9NO6P2PbS2 (ωB97M-V/def2-TZVPD).

Atoms and positions in Å:
Pb  0.82  0.71  1.93
O  0.58  1.21  -2.85
S  -0.29  2.03  -2.10
O  0.17  3.05  -1.23
O  -1.17  0.99  -1.12
C  -1.66  2.58  -3.06
C  -1.55  3.64  -3.95
C  -2.69  4.02  -4.64
C  -3.90  3.36  -4.43
C  -4.00  2.31  -3.54
C  -2.86  1.90  -2.85
P  -2.68  0.64  -1.59
C  -2.78  -1.03  -2.20
C  -4.56  -2.46  -3.45
C  -4.28  -3.17  -4.54
C  -3.21  -2.54  -5.34
C  -1.34  -2.77  -3.35
C  -1.42  -1.67  -2.29
C  -3.71  0.91  -0.21
C  -5.20  -0.44  0.70
C  -6.05  -0.18  1.90
C  -6.27  1.05  2.33
C  -5.70  2.25  1.65
C  -3.99  2.36  0.26
H  -0.61  4.15  -4.09
H  -2.64  4.84  -5.34
H  -4.78  3.68  -4.97
H  -4.96  1.83  -3.37
H  -5.26  -2.74  -2.67
H  -4.74  -4.11  -4.80
H  -3.21  -2.66  -6.42
H  -0.30  -3.06  -3.50
H  -0.54  -1.08  -2.08
H  -5.43  -1.39  0.25
H  -6.47  -1.03  2.42
H  -6.88  1.21  3.21
H  -6.25  3.14  1.91
H  -3.46  3.16  -0.26
O  1.04  -3.70  1.92
S  -0.01  -2.77  2.00
O  0.17  -1.58  2.82
O  -0.44  -2.26  0.57
C  -1.55  -3.51  2.40
C  -1.65  -4.56  3.29
C  -2.89  -5.16  3.45
C  -3.97  -4.73  2.69
C  -3.85  -3.67  1.80
C  -2.63  -3.02  1.66
P  -2.12  -1.65  0.53
C  -2.35  -2.15  -1.19
C  -2.62  -3.58  -1.53
C  -2.08  -3.90  -2.70
C  -1.86  -2.24  -4.69
C  -2.94  -1.21  -4.69
C  -3.75  -1.19  -3.39
C  -3.65  -0.19  0.89
C  -5.24  0.67  -0.37
C  -5.51  2.11  0.12
C  -4.14  2.52  1.80
C  -3.41  1.54  2.64
C  -3.21  0.28  2.25
H  -0.78  -4.92  3.82
H  -3.01  -5.99  4.13
H  -4.92  -5.24  2.78
H  -4.69  -3.43  1.17
H  -3.21  -4.22  -0.90
H  -2.19  -4.87  -3.18
H  -1.08  -2.08  -5.41
H  -2.83  -0.29  -5.26
H  -4.44  -0.34  -3.38
H  -5.69  0.39  -1.32
H  -6.15  2.71  -0.51
H  -3.96  3.54  2.12
H  -3.14  1.84  3.65
H  -2.82  -0.45  2.94
F  5.52  5.59  -0.84
C  5.94  4.58  -0.06
F  6.82  3.86  -0.75
F  6.55  5.11  1.00
C  4.75  3.73  0.36
C  4.24  2.79  -0.52
C  3.14  2.05  -0.12
N  2.56  2.22  1.06
C  3.06  3.13  1.91
C  4.16  3.91  1.60
H  4.70  2.60  -1.48
H  2.75  1.27  -0.76
H  2.57  3.24  2.87
H  4.54  4.62  2.31
F  2.06  -0.62  0.77
As  3.93  -1.35  1.01
F  3.26  -2.03  2.44
F  3.34  -2.66  0.09
F  5.50  -1.90  1.23
F  4.12  0.14  1.89
F  4.23  -0.47  -0.44

Summary:
Net charge   +2
E_tot   -6931.81088 Eh
Molar mass   1225.90 u
Spin multiplicity   2
Energy relative to the best compared isomer or geometry (same formula, charge and spin)   7.529 eV

***

Entry from OMol25: a cluster of 2 separate species, C2H2BrO2S2 in total at a distorted geometry (ωB97M-V/def2-TZVPD).

Atoms and positions in Å:
C  0.02  0.08  0.27
C  -1.36  0.27  0.64
O  0.42  -0.24  -0.83
O  0.86  0.17  1.35
S  -2.42  0.16  -0.62
S  -1.70  0.70  2.22
Br  2.45  -0.86  -3.00
H  1.51  -0.74  -2.08
H  0.23  0.45  2.04

Summary:
Net charge   -1
E_tot   -3598.36419 Eh
Molar mass   202.07 u
Energy relative to the best compared isomer or geometry (same formula, charge and spin)   0.235 eV

***

Entry from OMol25: a structure of composition C10H14Cl3N2O2Tc at a distorted geometry (ωB97M-V/def2-TZVPD).

Atoms and positions in Å:
Tc  -11.02  -2.89  8.70
Cl  -4.87  -4.98  6.68
C  -6.55  -4.71  6.85
C  -6.96  -3.39  7.02
C  -8.28  -3.22  7.19
Cl  -8.93  -1.63  7.39
C  -9.19  -4.26  7.33
O  -10.56  -4.09  7.39
C  -8.82  -5.59  7.08
Cl  -9.87  -6.95  6.91
C  -7.47  -5.79  6.91
H  -6.23  -2.63  7.17
H  -7.13  -6.78  6.76
C  -13.66  -1.11  11.25
C  -13.71  -1.72  9.78
C  -15.12  -1.97  9.26
C  -12.91  -0.81  8.84
N  -12.82  -2.91  9.81
N  -12.94  -3.64  8.58
H  -14.05  -0.13  11.21
H  -12.65  -1.17  11.60
H  -14.31  -1.68  11.95
H  -15.64  -1.06  9.26
H  -15.54  -2.71  9.98
H  -15.20  -2.38  8.24
H  -13.56  -0.13  8.39
H  -12.29  -1.41  8.12
H  -12.27  -0.22  9.51
H  -12.90  -3.54  10.64
H  -13.69  -3.18  8.03
H  -13.18  -4.66  8.81
O  -9.94  -2.49  10.02

Summary:
Net charge   +1
E_tot   -2110.44245 Eh
Molar mass   398.59 u
Spin multiplicity   4